No. 1
This record from the OMol25 dataset describes a cluster of 2 separate species, C3H9NO3S in total. The level of theory is wB97M-V/def2-TZVPD.

Last column: Mulliken charge in e.
Positions of all 17 atoms, in Å:
S -0.676 -1.364 2.748  0.29
O 2.572 1.500 -0.748  -0.62
O -0.309 0.378 -2.097  -0.44
O -2.239 0.475 -0.985  -0.53
N 0.956 -0.769 0.105  -0.52
C -0.336 -0.086 0.301  -0.01
C -1.417 -0.913 1.073  -0.64
C -1.036 0.358 -0.997  0.37
H -1.557 -1.844 0.504  0.45
H -0.778 0.556 -2.951  0.38
H 1.242 -0.862 -0.851  0.27
H 1.681 -0.277 0.614  0.33
H 1.689 1.804 -0.576  0.31
H 2.632 0.933 -1.501  0.32
H -0.272 0.752 1.012  0.34
H -2.245 -0.275 1.431  0.45
H 0.095 -0.365 2.920  0.26

## Properties
net charge	+1
HOMO level (alpha / beta)	-14.273 / -14.066	eV
ΔE to the lowest compared entry with this formula, charge and spin	1.411	eV
lowest unoccupied orbital energy (alpha / beta)	-3.92 / -9.05	eV
2S+1	2

***

No. 2
This record from the OMol25 dataset describes a cluster of 2 separate species, C3H9NO4 in total. The level of theory is wB97M-V/def2-TZVPD.

Last column: Mulliken charge in e.
Positions of all 17 atoms, in Å:
O 2.359 -1.151 -1.740  -0.53
O -1.141 1.308 1.489  -0.56
O -0.171 2.201 -0.281  -0.46
O -2.177 -0.768 3.226  -0.63
N -0.885 0.000 -0.367  -0.20
C -0.737 1.188 0.372  0.59
C 0.139 -0.383 -1.327  -0.87
C 1.595 -0.372 -0.822  -0.13
H -0.009 -1.414 -1.653  0.36
H 1.659 -0.744 0.193  0.37
H -1.481 -0.145 3.033  0.34
H 0.055 0.373 -2.116  0.31
H 0.042 2.120 -1.213  0.34
H -1.112 -0.746 0.277  0.30
H 2.766 -1.914 -1.340  0.31
H 2.047 0.619 -0.965  0.14
H -2.950 -0.171 3.235  0.31

## Properties
net charge	0
HOMO level	-10.113	eV
ΔE to the lowest compared entry with this formula, charge and spin	0.360	eV
structure (SMILES)	O=C(O)NCCO.O
lowest unoccupied orbital energy	0.44	eV

***

No. 3
This record from the OMol25 dataset describes a cluster of 4 separate species, C3H9NOS in total. The level of theory is wB97M-V/def2-TZVPD.

Last column: Mulliken charge in e.
Positions of all 15 atoms, in Å:
S 1.971 0.238 1.491  0.44
O 1.241 -0.594 0.576  -0.41
N 1.194 0.569 2.742  -0.23
C -0.056 0.053 3.051  -0.58
C -0.663 -1.367 -2.032  -0.35
C -1.039 -2.356 -2.841  -0.43
H -0.737 0.896 2.950  0.25
H 0.656 5.547 -1.249  0.03
H 1.362 5.140 -1.009  -0.03
H -0.458 -0.693 2.237  0.25
H -0.396 -2.715 -3.639  0.21
H 0.348 -0.843 -2.043  0.16
H -1.335 -0.772 -1.361  0.20
H -0.074 -0.209 4.037  0.28
H -2.014 -2.893 -2.910  0.22

## Properties
net charge	0
HOMO level	-9.877	eV
ΔE to the lowest compared entry with this formula, charge and spin	4.097	eV
lowest unoccupied orbital energy	-0.30	eV

***

No. 4
This record from the OMol25 dataset describes a cluster of 2 separate species, C3H9NOS in total. The level of theory is wB97M-V/def2-TZVPD.

Last column: Mulliken charge in e.
Positions of all 15 atoms, in Å:
S 0.148 -0.622 0.205  0.78
O 1.344 -0.851 0.930  -0.59
N -1.161 -1.005 0.903  -0.65
C 0.060 1.277 0.015  -0.35
C 0.205 -1.850 -2.032  -0.88
C 0.236 1.781 1.435  -1.31
H -1.953 -1.109 0.353  0.25
H -0.959 1.510 -0.326  0.28
H -0.740 -2.336 -1.819  0.29
H 0.239 2.753 1.545  0.48
H 1.101 1.308 1.921  0.34
H 0.829 1.630 -0.563  0.39
H -0.585 1.494 2.148  0.34
H 0.260 -1.505 -3.028  0.31
H 0.976 -2.473 -1.686  0.31

## Properties
net charge	0
HOMO level (alpha / beta)	-8.698 / -8.784	eV
ΔE to the lowest compared entry with this formula, charge and spin	5.124	eV
lowest unoccupied orbital energy (alpha / beta)	-0.68 / -0.85	eV

***

No. 5
This record from the OMol25 dataset describes the molecule C3H9NOS. The level of theory is wB97M-V/def2-TZVPD.

Last column: Mulliken charge in e.
Positions of all 15 atoms, in Å:
S 1.618 -0.839 2.495  -0.24
O -1.563 1.192 -1.340  -0.52
N -0.073 -0.632 -1.146  -0.43
C -0.263 0.725 -1.684  -0.32
C -0.228 -0.843 0.314  -0.37
C 0.816 -0.046 1.078  -0.64
H -0.228 0.779 -2.782  0.28
H 0.336 0.971 1.234  0.29
H 0.820 -0.702 3.528  0.11
H -1.499 1.693 -0.520  0.31
H 0.583 1.309 -1.314  0.30
H -0.840 -1.224 -1.453  0.23
H -1.244 -0.644 0.627  0.34
H 1.740 0.177 0.526  0.25
H 0.024 -1.916 0.436  0.40

## Properties
net charge	0
HOMO level	-9.181	eV
ΔE to the lowest compared entry with this formula, charge and spin	1.452	eV
structure (SMILES)	OCNCCS
lowest unoccupied orbital energy	0.70	eV

***

No. 6
This record from the OMol25 dataset describes a cluster of 2 separate species, C3H9NOS in total. The level of theory is wB97M-V/def2-TZVPD.

Last column: Mulliken charge in e.
Positions of all 15 atoms, in Å:
S -0.915 0.255 1.088  0.66
O -0.181 1.469 1.394  -0.54
N -2.416 0.079 0.955  -0.66
C -0.246 -0.335 -0.467  -0.14
C -0.131 0.682 -1.521  -1.23
C 2.078 -1.002 0.376  -0.73
H -0.385 -1.319 -0.983  0.32
H 2.298 -0.096 -0.131  0.32
H -1.218 0.989 -1.735  0.32
H -3.019 0.818 1.327  0.26
H 2.645 -1.902 0.056  0.30
H 0.312 0.408 -2.419  0.43
H -0.530 -0.721 2.116  0.13
H 1.344 -0.990 1.242  0.22
H 0.363 1.664 -1.297  0.33

## Properties
net charge	0
HOMO level (alpha / beta)	-8.906 / -8.621	eV
ΔE to the lowest compared entry with this formula, charge and spin	6.953	eV
lowest unoccupied orbital energy (alpha / beta)	-0.14 / 0.11	eV

***

No. 7
This record from the OMol25 dataset describes a cluster of 2 separate species, C3H9NOS in total. The level of theory is wB97M-V/def2-TZVPD.

Last column: Mulliken charge in e.
Positions of all 15 atoms, in Å:
S -1.934 2.104 -0.337  -0.20
O 2.496 -1.483 0.381  -0.53
N -1.043 -0.709 0.223  -0.44
C 0.849 0.447 -0.715  -0.77
C 0.354 -0.470 0.457  0.45
C 1.054 -1.798 0.362  -0.56
H -1.679 -0.935 1.030  0.27
H 0.565 -0.002 1.434  0.18
H 0.674 -0.068 -1.691  0.33
H 1.896 0.679 -0.621  0.33
H 0.086 1.346 -0.787  -0.03
H 0.809 -2.283 -0.594  0.31
H 3.065 -2.310 0.419  0.30
H 0.776 -2.451 1.207  0.31
H -1.469 0.109 -0.235  0.05

## Properties
net charge	0
HOMO level	-9.346	eV
ΔE to the lowest compared entry with this formula, charge and spin	4.833	eV
lowest unoccupied orbital energy	-3.28	eV

***

No. 8
This record from the OMol25 dataset describes a cluster of 2 separate species, C3H9NOS2 in total. The level of theory is wB97M-V/def2-TZVPD.

Last column: Mulliken charge in e.
Positions of all 16 atoms, in Å:
S 1.743 -0.304 1.072  0.49
S 0.713 -1.921 0.140  -0.23
O 0.883 0.835 0.981  -0.57
N -0.775 1.972 -1.469  -0.48
C -1.762 -0.226 -1.543  -1.27
C 1.628 -0.940 2.809  -1.07
C -1.462 0.928 -2.181  0.05
H 1.813 -1.945 2.686  0.41
H 0.078 -1.141 -0.679  0.13
H -0.223 2.671 -1.983  0.23
H -0.316 1.695 -0.553  0.24
H -1.450 -0.407 -0.605  0.67
H 2.379 -0.571 3.385  0.36
H -1.608 1.039 -3.182  0.44
H -2.350 -0.839 -2.121  0.22
H 0.708 -0.848 3.244  0.38

## Properties
net charge	0
HOMO level	-8.080	eV
ΔE to the lowest compared entry with this formula, charge and spin	2.927	eV
lowest unoccupied orbital energy	0.43	eV

***

No. 9
This record from the OMol25 dataset describes the molecule C3H9NP2. The level of theory is wB97M-V/def2-TZVPD.

Last column: Mulliken charge in e.
Positions of all 15 atoms, in Å:
P -0.554 -0.785 -1.896  -0.08
P 1.457 0.035 0.053  -0.06
N -1.295 0.033 -0.574  -0.54
C 0.986 -1.440 -1.073  -0.73
C -0.542 1.566 1.262  -1.14
C -0.332 0.249 0.556  0.25
H 0.140 0.492 -2.360  0.05
H 0.443 1.638 1.963  0.29
H 1.895 -0.584 1.356  0.05
H 1.792 -1.665 -1.867  0.33
H -2.090 -0.559 -0.463  0.33
H -0.718 2.338 0.446  0.29
H -1.493 1.577 1.808  0.32
H 1.012 -2.364 -0.576  0.41
H -0.700 -0.529 1.366  0.24

## Properties
net charge	0
HOMO level	-9.012	eV
ΔE to the lowest compared entry with this formula, charge and spin	1.261	eV
structure (SMILES)	C[C@H]1NPCP1
lowest unoccupied orbital energy	0.80	eV

***

No. 10
This record from the OMol25 dataset describes a cluster of 2 separate species, C3H9NS in total. The level of theory is wB97M-V/def2-TZVPD.

Last column: Mulliken charge in e.
Positions of all 14 atoms, in Å:
S 1.601 -1.678 1.028  -0.19
N -1.346 2.656 0.958  -0.41
C -1.112 0.776 -0.557  -0.30
C 1.042 -2.325 -0.593  -2.32
C -0.597 1.666 0.294  -0.35
H -2.153 0.897 -0.806  0.19
H -0.550 -0.104 -0.804  -0.14
H 1.056 -1.572 -1.374  0.34
H 0.145 -2.863 -0.400  0.44
H 0.452 1.634 0.530  0.42
H -0.895 3.561 0.917  0.28
H -2.284 2.723 0.583  0.21
H 2.836 -2.318 1.098  0.11
H 1.805 -3.054 -0.875  0.74

## Properties
net charge	-1
HOMO level (alpha / beta)	1.089 / -4.832	eV
ΔE to the lowest compared entry with this formula, charge and spin	1.974	eV
lowest unoccupied orbital energy (alpha / beta)	3.46 / 3.37	eV
2S+1	2

***

No. 11
This record from the OMol25 dataset describes the molecule C3H9NS. The level of theory is wB97M-V/def2-TZVPD.

Last column: Mulliken charge in e.
Positions of all 14 atoms, in Å:
S 1.539 -1.079 1.017  -0.20
N -1.052 0.121 -1.056  -0.28
C -2.356 0.623 -1.401  -0.93
C 0.991 0.475 0.299  -0.64
C -0.496 0.694 0.157  -0.37
H 1.502 0.465 -0.654  0.30
H -2.840 -0.095 -2.071  0.32
H 0.732 -1.136 2.078  0.10
H 1.449 1.352 0.768  0.33
H -3.037 0.651 -0.543  0.32
H -0.401 0.113 -1.835  0.22
H -0.812 1.722 0.358  0.32
H -2.374 1.613 -1.874  0.30
H -1.016 0.130 0.947  0.21

## Properties
net charge	0
HOMO level	-8.602	eV
ΔE to the lowest compared entry with this formula, charge and spin	0.763	eV
structure (SMILES)	CNCCS
lowest unoccupied orbital energy	1.11	eV

***

No. 12
This record from the OMol25 dataset describes the molecule C3H9NS. The level of theory is wB97M-V/def2-TZVPD.

Last column: Mulliken charge in e.
Positions of all 14 atoms, in Å:
S 0.488 0.098 -2.400  -0.16
N 1.199 0.151 1.245  -0.63
C 0.017 0.955 0.957  -0.51
C -0.433 -0.715 -1.059  -0.82
C -0.961 0.027 0.181  -0.28
H -1.942 0.586 0.011  0.33
H 1.570 0.012 0.335  0.22
H 0.381 1.972 0.580  0.27
H -1.317 -0.994 -1.639  0.34
H 0.023 -1.730 -0.836  0.37
H -0.450 1.141 1.930  0.31
H 0.923 -0.783 1.638  0.26
H 1.669 0.094 -1.842  0.07
H -1.166 -0.815 0.898  0.22

## Properties
net charge	0
HOMO level	-9.236	eV
ΔE to the lowest compared entry with this formula, charge and spin	0.886	eV
structure (SMILES)	NCCCS
lowest unoccupied orbital energy	0.86	eV

***

No. 13
This record from the OMol25 dataset describes a structure of composition C3H9NS. The level of theory is wB97M-V/def2-TZVPD.

Last column: Mulliken charge in e.
Positions of all 14 atoms, in Å:
S -1.524 0.047 -0.432  -0.12
N 1.359 -0.271 -1.977  -0.61
C 1.212 -1.046 -0.800  -0.37
C -1.744 1.218 1.147  -0.72
C 0.031 -0.568 0.202  -0.50
H 0.196 0.490 0.987  -0.04
H 0.604 0.441 -2.250  0.30
H -2.417 0.339 1.691  0.27
H 1.185 -2.568 -0.932  0.24
H -0.429 1.355 1.935  0.34
H -0.118 -1.443 0.792  0.42
H 1.906 0.556 -1.460  0.33
H 2.179 -0.980 0.101  0.19
H -2.441 2.431 0.997  0.27

## Properties
net charge	0
HOMO level	-8.789	eV
ΔE to the lowest compared entry with this formula, charge and spin	8.156	eV
lowest unoccupied orbital energy	0.32	eV

***

No. 14
This record from the OMol25 dataset describes a cluster of 2 separate species, C3H9NS in total. The level of theory is wB97M-V/def2-TZVPD.

Last column: Mulliken charge in e.
Positions of all 14 atoms, in Å:
S 1.362 0.381 1.261  -0.28
N -1.790 0.962 -0.036  -0.48
C 1.023 -1.012 -1.242  -0.93
C -2.602 1.012 0.991  -0.22
C 2.049 -0.643 -0.117  -0.40
H -3.230 1.730 1.510  0.26
H 2.537 -1.535 0.346  0.29
H 0.300 -1.739 -0.819  0.26
H -1.673 1.954 -0.289  0.20
H 0.493 -0.094 -1.557  0.26
H -0.146 0.722 1.159  0.10
H 2.956 -0.172 -0.473  0.32
H -2.773 0.007 1.326  0.27
H 1.495 -1.574 -2.059  0.33

## Properties
net charge	0
HOMO level	-8.458	eV
ΔE to the lowest compared entry with this formula, charge and spin	2.366	eV
structure (SMILES)	C=N.CCS
lowest unoccupied orbital energy	0.66	eV

***

No. 15
This record from the OMol25 dataset describes the molecule C3H9NS. The level of theory is wB97M-V/def2-TZVPD.

Last column: Mulliken charge in e.
Positions of all 14 atoms, in Å:
S 1.585 0.097 1.097  -0.25
N -0.087 -0.741 -1.505  -0.68
C -0.559 0.297 -0.605  0.51
C -2.057 0.499 -0.824  -1.47
C -0.228 -0.101 0.809  -0.75
H 0.909 -0.892 -1.368  0.25
H -2.465 1.196 -0.099  0.37
H -2.588 -0.456 -0.714  0.36
H -0.478 -1.144 1.019  0.39
H -0.082 1.261 -0.809  0.21
H -0.245 -0.522 -2.478  0.22
H -2.198 0.858 -1.840  0.36
H -0.738 0.529 1.532  0.37
H 1.672 -0.686 2.176  0.13

## Properties
net charge	0
HOMO level	-9.035	eV
ΔE to the lowest compared entry with this formula, charge and spin	0.020	eV
structure (SMILES)	C[C@H](N)CS
lowest unoccupied orbital energy	0.98	eV

***

No. 16
This record from the OMol25 dataset describes the molecule C3H9NS. The level of theory is wB97M-V/def2-TZVPD.

Last column: Mulliken charge in e.
Positions of all 14 atoms, in Å:
S -2.624 -0.415 -0.131  -0.19
N 1.785 -0.654 0.453  -0.60
C -1.241 0.396 0.615  -0.55
C -0.025 0.908 -0.268  -0.78
C 0.997 -0.163 -0.705  -0.30
H -0.444 1.425 -1.126  0.35
H 1.092 -0.526 1.222  0.23
H 1.916 -1.641 0.308  0.25
H -0.763 -0.222 1.429  0.26
H -1.899 -1.366 -0.744  0.08
H 0.578 1.559 0.383  0.36
H 1.793 0.374 -1.294  0.25
H 0.482 -0.929 -1.250  0.30
H -1.647 1.253 1.108  0.34

## Properties
net charge	0
HOMO level	-9.144	eV
ΔE to the lowest compared entry with this formula, charge and spin	0.647	eV
structure (SMILES)	NCCCS
lowest unoccupied orbital energy	0.88	eV

***

No. 17
This record from the OMol25 dataset describes a cluster of 2 separate species, C3H9NS in total. The level of theory is wB97M-V/def2-TZVPD.

Last column: Mulliken charge in e.
Positions of all 14 atoms, in Å:
S -2.095 -0.086 -1.122  -0.59
N 2.146 0.341 1.272  -0.08
C 0.938 -0.053 1.394  -0.06
C -1.762 -1.464 -2.232  -0.78
C 2.778 1.434 2.011  -0.75
H 3.272 0.927 2.853  0.32
H -2.057 -2.457 -1.794  0.21
H 0.486 -0.873 0.802  0.20
H -0.717 -1.416 -2.567  0.18
H -2.423 -1.488 -3.110  0.27
H 3.385 2.054 1.361  0.30
H 2.088 2.169 2.443  0.29
H 2.841 -0.154 0.726  0.28
H 0.202 0.550 1.921  0.21

## Properties
net charge	0
HOMO level	-5.719	eV
ΔE to the lowest compared entry with this formula, charge and spin	3.999	eV
lowest unoccupied orbital energy	-1.40	eV